The following is a DFT calculation (wB97M-V/def2-TZVPD) of a molecular structure, C46H38AsBaF5N4O4S2Te.

The HOMO-LUMO gap comes out at 5.88 eV. As for the total charge: -2.

XYZ file:
```
102
C46H38AsBaF5N4O4S2Te | the Open Molecules 2025 dataset | wB97M-V/def2-TZVPD
Ba -0.5378 -0.1597 0.9113
S 0.3957 -3.0847 -2.4338
C -0.9635 -4.1436 -2.1703
C -1.5084 -4.9178 -3.2148
C -2.6279 -5.7104 -3.0278
C -3.2561 -5.7575 -1.7859
C -2.7274 -5.0152 -0.7356
C -1.5835 -4.2361 -0.9016
As -0.8190 -3.0761 0.4955
C 0.6632 -4.2400 1.0694
C 1.3180 -5.0895 0.1839
C 2.3906 -5.8660 0.6145
C 2.8219 -5.8009 1.9336
C 2.1746 -4.9483 2.8224
C 1.1022 -4.1754 2.3928
C -2.0679 -3.6535 1.9398
C -2.0280 -4.9244 2.5205
C -2.9783 -5.3150 3.4525
C -3.9972 -4.4401 3.8194
C -4.0539 -3.1795 3.2472
C -3.0957 -2.7886 2.3137
H -1.0344 -4.8560 -4.1879
H -3.0249 -6.2863 -3.8581
H -4.1392 -6.3661 -1.6328
H -3.2202 -5.0543 0.2283
H 1.0004 -5.1294 -0.8514
H 2.8929 -6.5195 -0.0902
H 3.6607 -6.4025 2.2658
H 2.5088 -4.8758 3.8512
H 0.6130 -3.5012 3.0866
H -1.2507 -5.6209 2.2323
H -2.9308 -6.3081 3.8855
H -4.7417 -4.7450 4.5458
H -4.8446 -2.4887 3.5143
H -3.1728 -1.7992 1.8740
C -3.5916 -1.5171 -4.4690
C -3.4041 -1.8556 -3.1416
C -2.9201 -0.9127 -2.2444
C -2.6315 0.3653 -2.6792
C -2.8464 0.7224 -4.0049
C -3.3171 -0.2212 -4.8987
N -2.1399 1.3293 -1.7165
N -1.6691 2.3465 -2.2081
C -1.3808 3.3739 -1.2458
C -0.6454 4.4567 -1.7017
C -0.3604 5.4984 -0.8393
C -0.8181 5.4555 0.4747
C -1.5564 4.3787 0.9366
C -1.8252 3.3396 0.0617
H -3.9520 -2.2615 -5.1698
H -3.6219 -2.8544 -2.7941
H -2.7955 -1.1651 -1.2018
H -2.6543 1.7396 -4.3161
H -3.4757 0.0548 -5.9344
H -0.2801 4.4422 -2.7216
H 0.2157 6.3461 -1.1891
H -0.5986 6.2746 1.1493
H -1.9221 4.3291 1.9493
C 1.7781 1.3911 6.8999
O 2.9324 0.7096 6.4501
C 2.8411 0.0790 5.2375
C 4.0541 -0.4282 4.7362
C 4.0500 -1.0055 3.4895
C 2.8876 -1.1437 2.7172
C 2.9607 -1.6516 1.3355
C 4.2388 -2.3294 0.8797
O 2.0409 -1.5463 0.5384
C 1.6363 -0.7385 3.2801
O 0.5183 -0.9910 2.7097
C 1.6646 -0.0713 4.5439
H 2.0821 1.9674 7.7703
H 0.9876 0.6924 7.1853
H 1.3893 2.0637 6.1330
H 4.9603 -0.3175 5.3173
H 4.9955 -1.3443 3.0810
H 4.5309 -3.1095 1.5857
H 5.0506 -1.5999 0.8098
H 4.0733 -2.7673 -0.1018
H 0.7145 0.2926 4.9063
N 3.1041 -1.3896 -2.2276
C 3.1757 -0.0735 -2.5016
N 2.6751 0.8742 -1.7804
C 2.9942 2.1151 -2.2987
C 2.5772 3.3282 -1.7550
C 2.9539 4.5079 -2.3775
C 3.7385 4.4970 -3.5336
C 4.1523 3.2929 -4.0895
C 3.7715 2.1130 -3.4660
S 4.1084 0.4665 -3.9158
H 2.4997 -1.6413 -1.4471
H 3.0894 -2.0381 -2.9976
H 1.9587 3.3155 -0.8640
H 2.6318 5.4543 -1.9588
H 4.0275 5.4300 -4.0022
H 4.7605 3.2768 -4.9864
F -2.4202 1.9404 2.4831
Te -3.0791 1.7438 0.7018
F -4.6370 1.1001 1.5916
F -4.0756 3.3199 1.2715
F -0.0917 1.8363 0.8204
F -4.3229 1.8887 -0.6961
O -2.6630 -0.0205 0.7157
```